(1)
{"formula": "C29H31BCl2ErN7O4", "method": "ωB97M-V/def2-TZVPD", "s_squared": 3.753, "multiplicity": 4, "charge": 0, "e_above_lowest_kj_mol": 39.3, "gap_ev": [7.664, 7.668], "molar_mass_g_mol": 790.59, "elements": ["Er", "B", "N", "C", "C", "C", "N", "N", "C", "C", "C", "N", "H", "H", "H", "H", "H", "H", "H", "H", "C", "C", "C", "C", "C", "C", "C", "C", "C", "C", "N", "C", "C", "C", "C", "C", "N", "H", "H", "H", "H", "H", "H", "H", "H", "H", "H", "H", "H", "H", "H", "H", "H", "H", "O", "C", "C", "C", "C", "C", "C", "C", "O", "N", "O", "O", "H", "H", "H", "H", "Cl", "C", "Cl", "H", "H"], "xyz": [[-0.108, -0.201, -0.202], [-2.310, -2.835, 0.134], [-2.543, -2.133, -1.245], [-3.494, -2.388, -2.145], [-3.392, -1.468, -3.181], [-2.320, -0.666, -2.815], [-1.809, -1.073, -1.649], [-0.848, -3.359, 0.160], [-0.393, -4.607, 0.046], [0.993, -4.583, 0.117], [1.305, -3.237, 0.262], [0.188, -2.499, 0.301], [-3.072, -3.761, 0.221], [-2.431, -2.011, 1.010], [-4.188, -3.200, -1.995], [-4.005, -1.399, -4.064], [-1.895, 0.181, -3.334], [-1.076, -5.433, -0.072], [1.673, -5.416, 0.062], [2.273, -2.769, 0.332], [-4.081, 4.991, -0.709], [-3.606, 3.838, -1.598], [-2.177, 3.967, -2.100], [-1.894, 5.019, -2.963], [-0.679, 5.123, -3.621], [0.238, 4.092, -3.496], [-0.007, 3.011, -2.658], [0.880, 1.794, -2.778], [2.542, 2.092, -0.784], [-1.168, 3.003, -1.852], [-1.262, 2.047, -0.818], [-1.820, 2.488, 0.319], [-1.907, 1.726, 1.491], [-2.577, 2.086, 2.706], [-2.377, 1.042, 3.583], [-1.590, 0.091, 2.900], [-1.302, 0.493, 1.642], [-5.130, 4.855, -0.437], [-3.989, 5.947, -1.227], [-3.503, 5.060, 0.215], [-4.244, 3.809, -2.485], [-3.750, 2.888, -1.089], [-2.666, 5.758, -3.155], [-0.474, 5.961, -4.274], [1.144, 4.092, -4.095], [0.921, 1.550, -3.841], [0.395, 0.950, -2.314], [2.925, 3.097, -0.604], [3.272, 1.388, -0.396], [0.775, 2.658, -0.156], [-2.181, 3.507, 0.389], [-3.147, 2.991, 2.864], [-2.749, 0.949, 4.592], [-1.240, -0.864, 3.268], [1.365, 1.916, 0.020], [2.347, 1.856, -2.303], [3.034, 0.586, -2.750], [3.997, 0.586, -3.738], [4.573, -0.605, -4.157], [4.182, -1.815, -3.604], [3.214, -1.827, -2.623], [2.623, -0.635, -2.171], [1.706, -0.642, -1.233], [5.590, -0.581, -5.199], [6.177, -1.619, -5.454], [5.813, 0.479, -5.761], [2.821, 2.691, -2.822], [4.318, 1.512, -4.200], [4.641, -2.729, -3.951], [2.874, -2.757, -2.184], [3.873, 1.419, 2.553], [2.482, 0.556, 3.208], [1.718, -0.510, 2.010], [1.742, 1.274, 3.535], [2.817, -0.079, 4.015]]}

---

(2)
{"formula": "C29H31BCl3GeI2KN10O2", "method": "ωB97M-V/def2-TZVPD", "charge": 0, "e_above_lowest_kj_mol": 95.5, "gap_ev": 8.288, "molar_mass_g_mol": 1034.32, "elements": ["K", "I", "C", "C", "C", "I", "C", "O", "C", "C", "N", "C", "C", "C", "C", "C", "C", "N", "C", "H", "H", "H", "H", "H", "H", "H", "H", "H", "H", "H", "C", "C", "N", "N", "C", "B", "N", "C", "C", "C", "N", "N", "C", "C", "C", "N", "N", "C", "C", "C", "N", "H", "H", "H", "H", "H", "H", "H", "H", "H", "H", "H", "H", "Cl", "Ge", "Cl", "Cl", "C", "C", "C", "O", "C", "H", "H", "H", "H", "H", "H", "H", "H"], "xyz": [[0.509, 0.140, -0.189], [-4.390, 7.407, 1.827], [-2.888, 5.927, 1.963], [-2.523, 5.452, 3.207], [-1.551, 4.471, 3.285], [-0.982, 3.738, 5.171], [-0.950, 3.942, 2.146], [-0.076, 2.904, 2.223], [-1.295, 4.478, 0.895], [-0.601, 3.929, -0.329], [-1.017, 2.591, -0.691], [-2.267, 2.496, -1.413], [-2.294, 1.240, -2.249], [-3.489, 0.673, -2.677], [-3.436, -0.403, -3.546], [-2.199, -0.880, -3.947], [-1.066, -0.261, -3.441], [-1.114, 0.771, -2.621], [-2.274, 5.455, 0.815], [-2.974, 5.837, 4.108], [0.477, 3.911, -0.118], [-0.765, 4.582, -1.189], [-1.065, 2.011, 0.141], [-2.322, 3.335, -2.117], [-3.155, 2.552, -0.764], [-4.434, 1.076, -2.346], [-4.345, -0.856, -3.915], [-2.122, -1.706, -4.637], [-0.074, -0.583, -3.713], [-2.544, 5.860, -0.148], [-0.781, -3.755, -2.283], [-1.169, -2.881, -1.269], [-0.119, -2.261, -0.758], [0.952, -2.711, -1.424], [0.588, -3.611, -2.350], [2.350, -2.262, -1.002], [2.312, -2.184, 0.530], [2.045, -3.226, 1.336], [2.060, -2.774, 2.636], [2.337, -1.411, 2.514], [2.479, -1.072, 1.242], [2.704, -0.888, -1.574], [3.910, -0.298, -1.508], [3.819, 0.922, -2.136], [2.488, 0.988, -2.557], [1.839, -0.108, -2.213], [3.448, -3.234, -1.434], [4.518, -3.623, -0.704], [5.405, -4.249, -1.548], [4.782, -4.187, -2.800], [3.616, -3.577, -2.717], [-1.407, -4.398, -2.868], [-2.157, -2.692, -0.889], [1.316, -4.066, -2.991], [1.879, -4.210, 0.941], [1.903, -3.338, 3.534], [2.460, -0.686, 3.294], [4.755, -0.769, -1.044], [4.601, 1.641, -2.278], [1.982, 1.772, -3.092], [4.570, -3.437, 0.351], [6.357, -4.677, -1.300], [5.143, -4.558, -3.741], [2.183, 5.084, 2.451], [1.739, 3.006, 2.446], [2.545, 2.052, 0.761], [2.251, 2.036, 4.232], [-2.571, -2.346, 2.673], [-3.363, -1.188, 3.273], [-2.909, -0.019, 2.395], [-1.621, -0.344, 1.881], [-1.260, -1.648, 2.331], [-3.052, -2.706, 1.762], [-2.440, -3.179, 3.360], [-3.058, -1.027, 4.308], [-4.439, -1.341, 3.240], [-2.849, 0.920, 2.956], [-3.593, 0.125, 1.549], [-0.625, -1.561, 3.223], [-0.700, -2.135, 1.534]]}

---

(3)
{"formula": "C29H31BClF3O2S", "method": "ωB97M-V/def2-TZVPD", "charge": 0, "e_above_lowest_kj_mol": 127.4, "gap_ev": 7.691, "molar_mass_g_mol": 546.89, "elements": ["C", "C", "C", "C", "C", "B", "C", "C", "C", "C", "C", "F", "F", "F", "C", "C", "O", "C", "C", "C", "C", "C", "C", "O", "S", "H", "H", "H", "H", "H", "H", "H", "H", "H", "H", "H", "H", "H", "H", "H", "H", "H", "H", "H", "H", "H", "Cl", "C", "C", "C", "C", "C", "C", "C", "C", "C", "C", "C", "H", "H", "H", "H", "H", "H", "H", "H", "H", "H"], "xyz": [[0.313, -4.436, 4.395], [-0.209, -3.340, 3.546], [-0.903, -2.214, 3.970], [-1.503, -1.493, 2.901], [-1.297, -2.093, 1.664], [0.889, 1.201, -0.472], [-2.056, -1.886, 0.478], [-3.094, -0.916, 0.391], [-4.047, -1.030, -0.615], [-3.935, -2.078, -1.530], [-5.127, -2.455, -2.356], [-4.887, -3.529, -3.172], [-6.192, -2.790, -1.554], [-5.545, -1.433, -3.173], [-2.785, -2.857, -1.617], [-1.860, -2.784, -0.593], [0.447, 2.013, 0.554], [1.454, 1.901, 1.595], [2.136, 3.263, 1.647], [0.722, 1.569, 2.905], [2.463, 0.754, 1.092], [3.902, 1.190, 0.818], [2.584, -0.464, 1.989], [1.901, 0.310, -0.149], [-0.190, -3.452, 1.830], [0.096, -4.201, 5.441], [-0.152, -5.402, 4.150], [1.395, -4.550, 4.276], [-0.964, -1.933, 5.019], [-2.149, -0.641, 3.024], [-3.162, -0.121, 1.145], [-4.897, -0.346, -0.676], [-2.621, -3.520, -2.462], [-0.976, -3.437, -0.614], [2.977, 3.289, 2.360], [2.496, 3.536, 0.641], [1.398, 4.011, 1.957], [1.398, 1.569, 3.774], [-0.050, 2.325, 3.091], [0.225, 0.590, 2.865], [4.412, 1.456, 1.757], [4.444, 0.332, 0.398], [3.965, 2.022, 0.101], [3.064, -0.168, 2.930], [1.618, -0.942, 2.190], [3.237, -1.193, 1.488], [4.805, 3.912, -3.387], [3.365, 3.076, -2.987], [3.329, 1.667, -3.071], [2.194, 0.984, -2.701], [1.085, 1.662, -2.089], [-0.197, 0.809, -1.600], [-1.525, 1.537, -1.756], [-2.187, 0.935, -3.038], [-1.385, -0.304, -3.264], [-0.350, -0.415, -2.383], [1.102, 3.089, -2.136], [2.231, 3.777, -2.554], [4.193, 1.132, -3.450], [2.168, -0.097, -2.759], [-2.164, 1.325, -0.892], [-1.433, 2.619, -1.837], [-3.262, 0.723, -2.904], [-2.132, 1.659, -3.877], [-1.649, -1.000, -4.072], [0.372, -1.224, -2.333], [0.253, 3.641, -1.738], [2.252, 4.865, -2.569]]}

---

(4)
{"formula": "C29H31BO4", "method": "ωB97M-V/def2-TZVPD", "charge": 0, "e_above_lowest_kj_mol": 61.5, "gap_ev": 2.218, "molar_mass_g_mol": 454.38, "elements": ["C", "C", "C", "C", "C", "B", "C", "C", "C", "C", "C", "O", "C", "C", "C", "C", "C", "O", "C", "C", "C", "C", "C", "O", "O", "H", "H", "H", "H", "H", "H", "H", "H", "H", "H", "H", "H", "H", "H", "H", "H", "H", "H", "H", "H", "C", "C", "C", "C", "C", "C", "C", "C", "C", "H", "H", "H", "H", "H", "H", "H", "H", "H", "H", "H"], "xyz": [[-5.179, -4.370, 4.888], [-4.170, -3.352, 5.078], [-3.612, -2.842, 6.225], [-2.577, -1.957, 5.785], [-2.539, -1.999, 4.420], [-1.506, -1.278, 3.440], [-0.549, -0.288, 4.216], [-0.504, 1.080, 4.266], [0.532, 1.454, 5.188], [1.074, 0.277, 5.647], [2.047, -0.019, 6.683], [0.451, -0.791, 5.037], [-0.541, -2.315, 2.792], [-0.550, -3.682, 2.796], [0.552, -4.124, 1.997], [1.208, -2.991, 1.581], [2.310, -2.721, 0.680], [0.557, -1.883, 2.085], [-2.586, -0.619, 2.505], [-2.731, -0.651, 1.143], [-3.848, 0.187, 0.809], [-4.355, 0.641, 1.999], [-5.396, 1.603, 2.325], [-3.606, 0.140, 3.044], [-3.548, -2.835, 3.968], [-5.534, -4.625, 5.890], [-6.013, -4.021, 4.286], [-4.772, -5.262, 4.422], [-3.876, -3.087, 7.251], [-1.922, -1.340, 6.382], [-1.127, 1.737, 3.679], [0.795, 2.461, 5.493], [2.491, 0.928, 7.021], [1.568, -0.506, 7.541], [2.833, -0.676, 6.295], [-1.262, -4.314, 3.302], [0.801, -5.150, 1.732], [2.753, -3.667, 0.347], [1.945, -2.181, -0.211], [3.090, -2.122, 1.173], [-2.100, -1.214, 0.470], [-4.203, 0.426, -0.187], [-5.876, 1.925, 1.389], [-6.154, 1.167, 2.985], [-4.950, 2.473, 2.819], [1.391, 0.397, -1.883], [1.293, 1.276, -0.691], [2.287, 1.035, 0.362], [0.718, 2.571, -0.833], [0.901, 3.593, 0.155], [0.323, 4.853, 0.011], [-0.408, 5.159, -1.142], [-0.475, 4.237, -2.200], [0.109, 2.976, -2.063], [0.434, 0.199, -2.363], [2.039, 0.899, -2.619], [1.842, -0.568, -1.650], [1.944, 1.325, 1.365], [2.583, -0.022, 0.410], [3.198, 1.633, 0.124], [1.528, 3.357, 1.015], [0.502, 5.615, 0.769], [-0.835, 6.164, -1.263], [-0.926, 4.525, -3.157], [0.126, 2.276, -2.913]]}

---

(5)
{"formula": "C29H31BrCuN4O3SSi", "method": "ωB97M-V/def2-TZVPD", "charge": -1, "e_above_lowest_kj_mol": 0.0, "gap_ev": 6.521, "molar_mass_g_mol": 687.20, "elements": ["Cu", "O", "C", "C", "C", "C", "C", "C", "C", "O", "N", "N", "C", "C", "Br", "C", "C", "C", "C", "C", "C", "C", "H", "H", "H", "H", "H", "H", "H", "H", "H", "H", "H", "H", "H", "H", "C", "Si", "C", "C", "C", "C", "C", "C", "N", "C", "S", "H", "H", "H", "H", "H", "H", "H", "H", "H", "H", "H", "H", "O", "N", "C", "C", "C", "C", "C", "H", "H", "H", "H", "H"], "xyz": [[-0.555, 0.110, -1.075], [-3.881, -2.106, 0.537], [-3.750, -1.758, 1.824], [-4.844, -1.899, 2.679], [-4.746, -1.539, 4.014], [-3.563, -1.019, 4.520], [-2.480, -0.871, 3.661], [-2.541, -1.244, 2.327], [-1.332, -1.047, 1.419], [-1.656, -0.992, 0.108], [-0.381, -2.179, 1.697], [0.510, -2.478, 0.777], [1.541, -3.171, 1.096], [2.504, -3.590, 0.092], [1.997, -3.271, -1.709], [3.671, -4.213, 0.307], [4.296, -4.484, 1.613], [4.990, -5.684, 1.794], [5.607, -5.981, 2.998], [5.556, -5.076, 4.050], [4.898, -3.867, 3.876], [4.280, -3.571, 2.670], [-3.015, -1.788, 0.101], [-5.766, -2.293, 2.269], [-5.607, -1.657, 4.662], [-3.487, -0.723, 5.558], [-1.557, -0.433, 4.034], [-0.819, -0.129, 1.763], [-0.090, -2.278, 2.667], [1.705, -3.515, 2.119], [4.211, -4.581, -0.557], [5.033, -6.393, 0.976], [6.130, -6.922, 3.116], [6.037, -5.305, 4.993], [4.873, -3.141, 4.679], [3.807, -2.608, 2.532], [-0.224, 3.665, -6.373], [0.298, 4.202, -4.654], [-1.105, 5.111, -3.821], [1.679, 5.475, -4.852], [1.023, 2.750, -3.714], [2.399, 2.582, -3.687], [2.996, 1.558, -2.952], [2.165, 0.748, -2.209], [0.838, 0.858, -2.230], [0.236, 1.797, -3.012], [-1.477, 1.709, -3.131], [-0.620, 4.511, -6.943], [-0.999, 2.898, -6.313], [0.623, 3.249, -6.924], [-1.297, 6.038, -4.371], [-0.845, 5.368, -2.791], [-2.008, 4.507, -3.787], [1.293, 6.358, -5.367], [2.526, 5.103, -5.432], [2.055, 5.792, -3.876], [3.036, 3.268, -4.235], [4.068, 1.417, -2.932], [2.558, -0.036, -1.572], [-0.968, 1.948, 0.439], [-2.170, 1.962, 0.899], [-2.403, 2.383, 2.165], [-3.662, 2.318, 2.718], [-4.721, 1.824, 1.972], [-4.472, 1.434, 0.667], [-3.200, 1.515, 0.141], [-1.517, 2.726, 2.676], [-3.793, 2.642, 3.741], [-5.710, 1.739, 2.399], [-5.255, 1.038, 0.035], [-2.923, 1.237, -0.864]]}

---

(6)
{"formula": "C29H31BrCuN4O3SSi", "method": "ωB97M-V/def2-TZVPD", "charge": -1, "e_above_lowest_kj_mol": 212.7, "gap_ev": 5.972, "molar_mass_g_mol": 687.20, "elements": ["Cu", "O", "C", "C", "C", "C", "C", "C", "C", "O", "N", "N", "C", "C", "Br", "C", "C", "C", "C", "C", "C", "C", "H", "H", "H", "H", "H", "H", "H", "H", "H", "H", "H", "H", "H", "H", "C", "Si", "C", "C", "C", "C", "C", "C", "N", "C", "S", "H", "H", "H", "H", "H", "H", "H", "H", "H", "H", "H", "H", "O", "N", "C", "C", "C", "C", "C", "H", "H", "H", "H", "H"], "xyz": [[0.764, 0.113, 0.192], [1.530, -2.066, -3.157], [2.473, -1.416, -3.849], [3.039, -2.005, -4.980], [4.007, -1.332, -5.707], [4.420, -0.061, -5.333], [3.852, 0.525, -4.208], [2.896, -0.133, -3.452], [2.298, 0.490, -2.200], [1.070, 0.009, -1.894], [3.296, 0.229, -1.104], [2.800, 0.298, 0.144], [3.500, -0.123, 1.130], [3.091, 0.009, 2.527], [1.563, 1.056, 2.877], [3.816, -0.546, 3.502], [3.566, -0.509, 4.956], [2.335, -0.890, 5.487], [2.128, -0.877, 6.857], [3.145, -0.485, 7.715], [4.376, -0.111, 7.196], [4.585, -0.130, 5.826], [1.156, -1.338, -2.518], [2.698, -2.990, -5.272], [4.437, -1.804, -6.583], [5.170, 0.467, -5.908], [4.157, 1.520, -3.901], [2.286, 1.587, -2.322], [3.949, -0.529, -1.276], [4.475, -0.587, 0.966], [4.703, -1.087, 3.182], [1.542, -1.193, 4.818], [1.165, -1.172, 7.254], [2.980, -0.472, 8.784], [5.175, 0.196, 7.858], [5.546, 0.165, 5.420], [-4.463, -1.986, -0.698], [-4.522, -0.616, 0.600], [-4.296, -1.424, 2.283], [-6.320, -0.026, 0.587], [-3.428, 0.842, 0.250], [-3.986, 2.093, 0.309], [-3.431, 3.380, 0.185], [-2.085, 3.718, 0.022], [-0.973, 3.052, -0.068], [-1.980, 0.645, -0.038], [-1.282, -0.812, 0.748], [-5.317, -2.652, -0.550], [-3.553, -2.575, -0.615], [-4.527, -1.587, -1.713], [-5.095, -2.150, 2.460], [-4.335, -0.673, 3.074], [-3.335, -1.929, 2.348], [-6.970, -0.893, 0.727], [-6.591, 0.447, -0.359], [-6.537, 0.677, 1.391], [-5.059, 2.117, 0.481], [-4.114, 4.219, 0.235], [-1.874, 4.776, -0.144], [-1.016, 1.657, 0.308], [-1.857, 0.532, -1.616], [-1.974, 1.642, -2.356], [-1.849, 1.591, -3.728], [-1.616, 0.374, -4.347], [-1.528, -0.766, -3.567], [-1.644, -0.651, -2.199], [-2.155, 2.562, -1.827], [-1.931, 2.509, -4.290], [-1.495, 0.316, -5.421], [-1.320, -1.737, -3.991], [-1.532, -1.478, -1.512]]}